Here is a molecular structure, C22H20AgO5 from the Open Molecules 2025 dataset. Energies are from wB97M-V/def2-TZVPD.

Geometry as XYZ:
```
48
Properties=species:S:1:pos:R:3
C 1.30672 -2.97455 2.83441
C 1.33677 -3.46730 1.56258
C 0.49523 -2.76868 0.54177
C -0.80521 -3.12376 0.26412
C -1.56616 -2.47223 -0.68202
O -2.84129 -2.90770 -0.81338
C -3.45252 -2.71564 -2.09375
C -4.50634 -1.59068 -2.08175
C -4.04481 -0.27081 -1.44718
C -5.22068 0.67281 -1.08345
C -0.97861 -1.43715 -1.38289
C 0.30793 -1.06094 -1.13346
C 1.04227 -1.71100 -0.15799
C 2.43235 -1.19028 0.07415
O 3.40580 -1.88975 0.28542
C 2.51987 0.32211 0.00340
C 3.26149 1.06268 0.88433
C 3.27242 2.43006 0.79896
C 4.04333 3.30661 1.77304
C 3.03393 4.29337 2.37430
O 3.21786 5.50997 2.40684
O 1.92355 3.74345 2.85612
C 2.56073 3.04795 -0.20339
C 1.80803 2.33379 -1.10095
C 1.79381 0.96848 -0.97021
C 0.96739 0.07462 -1.87000
O 0.87363 0.22896 -3.07028
H 0.33029 -2.95054 3.32374
H 2.19179 -2.60562 3.34899
H 1.92677 -4.33898 1.28318
H -1.22367 -3.94581 0.83466
H -4.02537 -3.62891 -2.28358
H -2.74139 -2.63303 -2.91865
H -4.89248 -1.40357 -3.08853
H -5.35489 -1.93691 -1.47966
H -3.46743 -0.49201 -0.54654
H -3.39960 0.29189 -2.13137
H -5.30080 1.51115 -1.77905
H -6.15043 0.09956 -1.08739
H -5.06632 1.12985 -0.10306
H -1.53338 -0.90603 -2.14595
H 3.81982 0.53743 1.65554
H 4.38998 2.70280 2.62388
H 4.84400 3.87045 1.29505
H 1.14936 4.26547 2.58907
H 2.58219 4.13263 -0.30700
H 1.22530 2.78815 -1.89287
Ag 4.50877 5.09767 4.24075
```

Values from the calculation:
- E: -37364.3614 eV
- Highest occupied orbital energy: -10.180 eV
- Charge: +1

=====

Here is a molecular structure, C22H20B2Cl2F4N4O4ReS from the Open Molecules 2025 dataset. Energies are from wB97M-V/def2-TZVPD.

Geometry as XYZ:
```
60
Properties=species:S:1:pos:R:3
Re -0.36237 -0.17416 0.07953
C 0.32486 -3.26675 -3.00857
C 0.53452 -1.99996 -2.26418
N -0.30100 -1.65662 -1.32748
O -1.30830 -2.51892 -1.10892
B -2.74185 -2.02594 -1.36618
F -3.55578 -3.05406 -1.13235
F -2.76901 -1.42807 -2.60288
O -3.06429 -0.91031 -0.31826
N -2.24260 0.12636 -0.52755
C -2.57739 1.16800 -1.22658
C -3.95881 1.43562 -1.67787
C -1.43409 2.03983 -1.51916
N -0.30958 1.55783 -1.08331
O 0.83221 2.26321 -1.20815
B 1.65802 2.02743 -2.48662
F 2.32926 3.13861 -2.78801
F 0.79864 1.52224 -3.45045
O 2.68438 0.92591 -2.14524
N 2.02745 -0.17733 -1.76144
C 1.57347 -1.03363 -2.63926
C 2.05628 -0.94933 -4.03455
C -1.56183 3.29658 -2.28579
H -0.72803 -3.37649 -3.26748
H 0.56207 -4.10811 -2.35014
H 0.93619 -3.33202 -3.90125
H -4.62745 0.65549 -1.32468
H -4.00871 1.48088 -2.76783
H -4.29044 2.40432 -1.29735
H 2.83150 -0.19597 -4.12480
H 1.23940 -0.68171 -4.70965
H 2.44508 -1.91609 -4.35736
H -2.33827 3.93194 -1.85701
H -1.86253 3.06545 -3.31149
H -0.61846 3.83310 -2.32050
Cl -0.56949 1.32236 1.91473
C -1.72411 0.50332 2.93667
C -2.51809 1.25102 3.77180
C -3.41736 0.58672 4.59952
C -3.50486 -0.79324 4.57530
C -2.69633 -1.53878 3.72706
Cl -2.83696 -3.23759 3.68471
C -1.77551 -0.89806 2.87715
S -0.73273 -1.82411 1.85387
H -2.44016 2.33030 3.78738
H -4.04651 1.16445 5.26158
H -4.20732 -1.30815 5.21630
C 1.82484 -0.25815 -0.37437
C 2.52642 -0.22186 0.66079
C 3.30095 -0.11151 1.79380
C 3.71356 1.19250 2.17662
C 4.62422 1.33752 3.19463
C 5.12508 0.21200 3.84928
C 4.70264 -1.07210 3.49693
C 3.79600 -1.24520 2.48010
H 3.31839 2.04939 1.64636
H 4.95292 2.32640 3.48342
H 5.85049 0.33380 4.64271
H 5.09796 -1.93275 4.01837
H 3.46342 -2.23555 2.19813
```

Values from the calculation:
- E: -87508.7101 eV
- Highest occupied orbital energy (spin up / spin down): -14.289 / -14.199 eV
- Energy above the lowest of the compared OMol25 structures with the same formula, charge and spin: 0.00 kcal per mole
- Multiplicity: 4
- Charge: +2

=====

Among the records above, which one has the lowest charge? C22H20AgO5

=====

What is the charge in the second record? +2

=====

What is the charge in the second record? +2

=====

What is the E in the second record? -87508.7101 eV